Entry 1:
A cluster of 2 separate species, C3H10N2O in total. Source: OMol25; level of theory: the ωB97M-V functional and the def2-TZVPD basis.

Geometry (Å):
C1 -0.265 2.251 0.539
C2 0.284 0.958 0.029
N1 1.500 0.466 0.639
C3 -0.301 0.173 -0.890
N2 0.288 -0.938 -1.537
H1 -0.965 2.121 1.359
H2 -0.727 2.970 -0.130
H3 0.630 2.767 0.930
H4 1.643 0.878 1.548
H5 1.322 -0.531 0.662
H6 -1.332 0.345 -1.141
H7 1.290 -0.793 -1.529
H8 -0.172 -1.114 -2.403
O1 -1.030 -2.857 0.816
H9 -0.923 -2.994 -0.120
H10 -1.241 -3.702 1.228

For the LUMO energy, the calculation gives 0.95 eV. Its total charge is 0. The SMILES is C/C(N)=C/N.O.

Atom charges from the Löwdin analysis, given in e for atoms 1 to 6: atom 1 (C): -0.07, atom 2 (C): -0.40, atom 3 (N): 0.06, atom 4 (C): -0.20, atom 5 (N): 0.03, atom 6 (H): 0.07

***

Entry 2:
An isolated molecule of C2H3OP. Source: OMol25; level of theory: the ωB97M-V functional and the def2-TZVPD basis.

Geometry (Å):
C1 1.094 0.070 -0.056
C2 -0.287 -0.518 -0.070
P1 -1.797 0.151 0.027
O1 -3.262 0.054 -0.047
H1 1.211 0.646 0.789
H2 1.454 0.407 -1.043
H3 1.586 -0.810 0.399

For the LUMO energy, the calculation gives -1.21 eV. Its total charge is 0. The SMILES is CC#P=O.

Atom charges from the Löwdin analysis, given in e for atoms 1 to 6: atom 1 (C): -0.22, atom 2 (C): -0.33, atom 3 (P): 0.79, atom 4 (O): -0.44, atom 5 (H): 0.03, atom 6 (H): 0.08

***

Calculated strongest force on any atom in order - 1.816, 3.360 eV Å⁻¹